62
Properties=species:S:1:pos:R:3:mulliken_charge:R:1 method="wB97M-V/def2-TZVPD" energy_ev=-32073.0186 max_force_ev_per_a=6.0 e_above_lowest_kcal_mol=56.4 spin_multiplicity=1 charge=+1 homo_energy_ev=-10.4453
C -2.422 -4.141 0.540 -1.00
H 1.797 3.129 -0.768 0.30
H 3.084 -2.386 -2.691 0.43
C -1.135 -2.142 1.048 -0.76
C -2.128 0.920 1.075 -0.07
C 1.751 -0.766 -2.177 -0.24
C -3.351 1.532 0.448 -1.12
C -0.474 1.546 -0.549 0.23
N -1.215 0.375 0.082 0.40
C -1.411 -1.108 3.303 -0.75
C -2.355 -2.845 1.066 0.13
H -1.213 -2.167 3.485 0.46
H -1.586 1.648 1.695 0.64
C -0.035 -4.076 0.106 -0.90
H -3.807 0.258 -1.953 0.51
H -1.323 3.118 -1.801 0.56
C 4.168 -0.638 -2.056 -0.78
C -1.037 -0.833 1.780 2.67
C -1.989 -0.338 -0.996 -0.86
H 6.230 0.967 -1.490 0.38
H -2.307 -0.008 1.690 -0.46
H -1.254 -0.890 -1.601 0.07
H -2.634 -1.093 -0.534 0.74
C 2.763 2.641 -0.924 -0.69
C -0.452 -0.268 4.158 -0.76
H -3.678 2.641 -1.409 0.45
H -2.386 0.849 -2.780 0.37
H -0.985 0.580 4.617 0.33
H 1.492 0.680 3.477 0.54
H -2.459 -0.938 3.561 0.40
H 0.226 1.926 0.208 0.80
H -4.180 0.814 0.467 0.38
H -1.293 -5.779 -0.308 0.44
H -3.639 2.398 1.053 0.49
H 6.100 3.326 -0.689 0.39
C 0.027 -2.768 0.596 -0.05
C -2.940 1.959 -0.969 0.20
C 3.929 3.353 -0.671 -0.86
C -2.807 0.664 -1.790 -1.24
C 3.015 -1.361 -2.332 -1.19
H -1.523 3.361 -0.075 0.42
C 2.798 1.305 -1.394 1.29
C 4.094 0.691 -1.579 0.61
C 0.297 -0.221 1.903 -1.32
C 1.624 0.549 -1.751 0.50
H 0.849 -1.337 -2.422 0.35
H 0.883 -4.543 -0.245 0.46
C -1.254 -4.762 0.071 -0.53
H -3.253 -2.383 1.493 0.45
C 5.264 1.445 -1.321 -0.81
H 3.872 4.384 -0.317 0.41
C 0.279 1.228 -1.848 -1.94
H 5.154 -1.076 -2.210 0.40
H -0.037 -0.825 5.012 0.41
C 5.190 2.758 -0.877 -0.58
H 0.984 -2.243 0.645 0.45
H 0.934 -0.091 1.024 0.66
H -3.379 -4.653 0.512 0.44
C 0.597 0.144 3.168 -0.99
C -1.545 2.602 -0.863 -1.53
H 0.453 2.202 -2.338 0.63
H -0.370 0.687 -2.550 0.67